<w>
The following is a quantum chemistry calculation of one molecule with the formula CH3N2OP, from the Open Molecules 2025 dataset.

CARTESIAN COORDINATES (ANGSTROEM)
P (-1.25208, 0.05682, 0.15204)
N (-0.46606, -1.31960, -0.08801)
N (0.17629, 0.90708, -0.05521)
H (0.60540, 1.81703, -0.22113)
H (1.21959, -0.83603, 0.87957)
O (-2.57128, 0.51008, 0.18898)
C (0.80265, -0.43156, 0.00920)
H (1.48549, -0.70382, -0.86545)

LUMO level = 0.184 eV
charge = 0

<x>
The following is a quantum chemistry calculation of one molecule with the formula CH3N2OP, from the Open Molecules 2025 dataset.

CARTESIAN COORDINATES (ANGSTROEM)
H (1.99289, 0.74835, 0.66634)
P (1.04510, 0.00000, 1.26248)
N (0.09491, -0.78227, -0.91707)
O (-0.40685, 0.63092, 0.83904)
H (-1.09496, 0.87298, -1.18233)
C (-0.95132, 0.05827, -0.34479)
H (-1.76533, -0.62113, -0.10033)
N (1.08556, -0.90712, -0.22333)

LUMO level = 0.805 eV
charge = 0

So which one wins? Going from most stable to least: <w>, <x>.